# 1
A molecular structure, C42H59N2O4P3PbSi, computed with ωB97M-V/def2-TZVPD.

```
112
Properties=species:S:1:pos:R:3
Pb 0.240 -0.015 1.503
C -1.775 -4.694 -0.432
C -1.813 -3.350 0.291
C -2.494 -2.283 -0.559
P -0.151 -2.791 0.890
C 0.137 -3.918 2.322
C 1.616 -4.109 2.656
C -0.608 -3.298 3.512
C 1.078 -3.169 -0.405
C 1.585 -4.460 -0.570
C 2.597 -4.716 -1.478
C 3.105 -3.676 -2.244
C 2.586 -2.400 -2.105
C 1.567 -2.109 -1.190
Si 0.854 -0.318 -1.144
C -0.256 -0.264 -2.689
C -0.364 -1.380 -3.526
C -1.120 -1.348 -4.687
C -1.786 -0.186 -5.045
C -1.694 0.927 -4.227
C -0.941 0.903 -3.053
P -0.851 2.366 -1.938
C -0.257 3.696 -3.130
C -1.306 4.485 -3.913
C 0.672 4.660 -2.390
C -2.658 2.686 -1.687
C -3.319 1.431 -1.120
C -2.862 3.858 -0.728
C 2.383 0.729 -1.622
C 2.492 1.263 -2.909
C 3.600 1.993 -3.307
C 4.650 2.190 -2.424
C 4.580 1.643 -1.153
C 3.458 0.923 -0.741
P 3.316 0.169 0.917
C 4.348 -1.380 0.878
C 4.670 -1.816 2.308
C 5.585 -1.380 -0.015
C 4.072 1.330 2.146
C 3.241 2.616 2.150
C 5.567 1.656 2.131
H -2.792 -5.010 -0.666
H -1.313 -5.484 0.160
H -1.228 -4.612 -1.372
H -2.380 -3.456 1.222
H -1.939 -2.100 -1.477
H -2.597 -1.347 -0.012
H -3.492 -2.622 -0.843
H -0.328 -4.881 2.087
H 2.195 -3.207 2.444
H 2.072 -4.924 2.098
H 1.730 -4.325 3.719
H -0.073 -2.417 3.871
H -0.669 -4.016 4.330
H -1.621 -2.977 3.263
H 1.187 -5.275 0.020
H 2.988 -5.718 -1.587
H 3.904 -3.861 -2.950
H 2.985 -1.604 -2.723
H 0.150 -2.297 -3.272
H -1.186 -2.229 -5.312
H -2.377 -0.148 -5.951
H -2.230 1.825 -4.504
H 0.347 3.138 -3.853
H -1.936 5.081 -3.256
H -1.959 3.854 -4.513
H -0.808 5.177 -4.595
H 0.107 5.281 -1.692
H 1.174 5.328 -3.092
H 1.435 4.125 -1.823
H -3.114 2.927 -2.653
H -2.861 1.149 -0.171
H -3.238 0.582 -1.799
H -4.379 1.616 -0.934
H -2.330 4.759 -1.032
H -2.520 3.584 0.269
H -3.922 4.106 -0.656
H 1.691 1.103 -3.619
H 3.646 2.403 -4.307
H 5.523 2.755 -2.724
H 5.417 1.767 -0.484
H 3.652 -2.113 0.454
H 5.447 -1.193 2.750
H 5.031 -2.846 2.315
H 3.796 -1.767 2.960
H 6.365 -0.712 0.350
H 5.342 -1.086 -1.036
H 6.006 -2.388 -0.051
H 3.854 0.806 3.086
H 3.353 3.153 1.206
H 3.568 3.277 2.955
H 2.178 2.409 2.298
H 5.797 2.434 1.404
H 6.196 0.795 1.921
H 5.858 2.043 3.109
C 0.353 4.412 1.183
C -0.733 3.667 1.871
N -1.031 2.399 1.694
C -2.114 2.131 2.496
C -2.486 3.273 3.151
N -1.596 4.231 2.744
C -3.518 3.665 4.150
O -4.371 2.744 4.524
O -3.508 4.801 4.573
C -2.750 0.777 2.534
O -3.749 0.648 3.264
O -2.235 -0.131 1.828
H 0.898 3.727 0.536
H 1.044 4.865 1.895
H -0.065 5.206 0.561
H -1.629 5.180 3.088
H -4.177 1.854 4.049
```

Summary:
**LUMO energy**: 0.4 eV
**Electronic energy**: -3552.849247 hartree
**HOMO energy**: -7.42 eV
**Gap between HOMO and LUMO**: 7.83 eV
**2S+1**: 1

Atom charges from the Mulliken analysis, given in e for atoms 1 to 8: Pb 0.9895; C -1.6249; C 0.7345; C -1.2954; P 0.0114; C 0.9012; C -1.6310; C -1.6256

---

# 2
A molecular structure, C33H27ClN4O5S3Tc in a non-equilibrium geometry, computed with ωB97M-V/def2-TZVPD.

```
74
Properties=species:S:1:pos:R:3
Tc -0.463 0.380 0.891
Cl 6.751 -1.327 -2.024
C 5.134 -0.751 -1.817
C 4.547 0.035 -2.947
C 3.000 -0.059 -3.034
C 2.349 -0.795 -1.888
O 1.397 -1.521 -1.982
C 3.068 -0.407 -0.604
C 2.353 -0.456 0.765
N 1.037 -0.974 0.884
C 0.862 -2.102 1.642
C 1.780 -3.109 1.888
C 1.451 -4.167 2.752
C 0.228 -4.259 3.363
C -0.744 -3.263 3.127
C -2.031 -3.232 3.706
C -2.862 -2.173 3.449
C -2.425 -1.129 2.625
N -1.231 -1.137 2.061
C -0.405 -2.192 2.280
C 4.452 -0.964 -0.699
H 5.044 -0.218 -3.880
H 2.609 -0.408 -3.986
H 2.997 -0.847 1.564
H 2.743 -3.107 1.395
H 2.197 -4.928 2.946
H 0.001 -5.070 4.044
H -2.347 -4.049 4.343
H -3.851 -2.119 3.879
H -3.048 -0.269 2.423
H 4.856 -1.517 0.141
C 0.326 2.933 -2.759
C 0.839 2.190 -1.539
N -0.062 1.930 -0.539
N -1.296 2.472 -0.822
C -2.282 1.670 -0.932
S -2.087 -0.084 -0.788
S -3.896 2.270 -1.183
C -3.731 3.953 -0.475
C -3.181 4.982 -1.418
C -1.952 5.580 -1.167
C -1.461 6.569 -2.008
C -2.193 6.966 -3.117
C -3.417 6.366 -3.381
C -3.906 5.381 -2.538
C 2.145 1.770 -1.535
C 2.896 1.501 -2.804
C 4.449 1.595 -2.716
C 4.956 2.097 -1.403
C 4.237 1.897 -0.308
C 2.929 1.167 -0.415
O 2.279 0.982 0.837
H -0.398 3.683 -2.451
H -0.186 2.245 -3.437
H 1.134 3.427 -3.290
H -3.110 3.841 0.412
H -4.752 4.196 -0.181
H -1.376 5.268 -0.304
H -0.508 7.035 -1.791
H -1.812 7.737 -3.773
H -3.997 6.673 -4.242
H -4.860 4.911 -2.751
H 2.481 2.015 -3.663
H 4.890 2.155 -3.539
H 5.909 2.610 -1.374
H 4.544 2.220 0.680
C -0.387 3.737 2.842
S -0.970 2.063 3.036
O -1.653 1.956 4.289
O -1.847 1.818 1.849
O 0.209 1.183 2.887
H -1.245 4.397 2.946
H 0.059 3.805 1.851
H 0.345 3.926 3.623
```

Summary:
**LUMO energy (alpha / beta)**: -0.1 / -1.4 eV
**Electronic energy**: -3604.457581 hartree
**HOMO energy (alpha / beta)**: -7.34 / -7.36 eV
**Gap between HOMO and LUMO (alpha / beta)**: 7.25 / 6.01 eV
**Expectation value of S²**: 3.80
**Energy above the lowest of the compared OMol25 structures with the same formula, charge and spin**: 3.970 eV
**2S+1**: 4

Atom charges from the Mulliken analysis, given in e for atoms 1 to 8: Tc -0.5939; Cl -0.2192; C -0.3738; C -0.0466; C -0.4916; C -0.3143; O -0.6252; C 1.8110

---

# 3
A single C10H7Cl2NO molecule in a non-equilibrium geometry, computed with ωB97M-V/def2-TZVPD.

```
21
Properties=species:S:1:pos:R:3
C -1.413 2.643 0.198
C -2.557 1.852 0.232
C -0.146 2.091 0.090
C -2.462 0.468 0.185
C -0.034 0.707 0.027
C -1.204 -0.091 0.095
C 1.046 -0.198 -0.200
C -0.795 -1.494 0.047
C 2.869 0.187 0.102
C 1.359 -2.683 -0.196
N 0.607 -1.463 -0.093
O -1.440 -2.518 0.082
Cl 3.985 -0.926 -0.537
Cl 3.243 1.816 -0.191
H -1.517 3.717 0.250
H -3.526 2.323 0.292
H 0.724 2.725 0.065
H -3.340 -0.157 0.205
H 2.062 -2.768 0.632
H 0.638 -3.499 -0.147
H 1.902 -2.731 -1.137
```

Summary:
**LUMO energy (alpha / beta)**: 0.6 / -1.7 eV
**Electronic energy**: -1435.526983 hartree
**HOMO energy (alpha / beta)**: -6.94 / -9.44 eV
**Gap between HOMO and LUMO (alpha / beta)**: 7.56 / 7.78 eV
**Expectation value of S²**: 2.03
**2S+1**: 3

Atom charges from the natural (NBO) analysis, given in e for atoms 1 to 8: C -0.1954; C -0.2222; C -0.2122; C -0.1439; C -0.0576; C -0.1784; C 0.2370; C 0.6270

---

# 4
A single C5H12N4O molecule in a non-equilibrium geometry, computed with ωB97M-V/def2-TZVPD.

```
22
Properties=species:S:1:pos:R:3
C 0.071 0.542 -0.549
C -1.998 -0.340 0.687
C -0.304 -1.979 -0.186
C 1.171 1.875 1.103
C -1.008 -0.706 -0.406
N 0.945 0.394 -1.755
N 2.061 0.146 -1.377
N 2.180 0.222 -0.033
N 0.982 0.540 0.595
O -1.799 -0.575 -1.660
H -0.474 1.459 -0.579
H -2.697 -1.150 0.843
H -2.660 0.489 0.192
H -1.608 -0.061 1.651
H -0.228 -2.084 0.988
H -0.762 -2.918 -0.547
H 0.782 -1.980 -0.551
H 1.959 1.950 1.829
H 1.584 2.495 0.247
H 0.255 2.361 1.555
H 2.797 -0.350 0.365
H -1.250 -0.334 -2.413
```

Summary:
**LUMO energy (alpha / beta)**: 0.7 / -2.3 eV
**Electronic energy**: -491.710635 hartree
**HOMO energy (alpha / beta)**: -5.23 / -9.02 eV
**Gap between HOMO and LUMO (alpha / beta)**: 5.96 / 6.72 eV
**Expectation value of S²**: 2.01
**Energy above the lowest of the compared OMol25 structures with the same formula, charge and spin**: 0.000 eV
**2S+1**: 3

Atom charges from the natural (NBO) analysis, given in e for atoms 1 to 8: C -0.0013; C -0.6459; C -0.6599; C -0.4290; C 0.2726; N -0.2609; N -0.2676; N -0.0959